DFT (wB97M-V/def2-TZVPD) results for C15H18BCoF4N4O3SSi as an isolated structure.

The net charge is 0. The total energy comes out at -3522.1478 Eh. Its largest force on an atom is 0.01008 hartree/bohr. The multiplicity is 5. The orbital gap (alpha / beta) comes out at 8.008 / 6.852 eV. As for the expectation value of S²: 6.0088. The energy above the lowest of the compared OMol25 structures with the same formula, charge and spin comes out at 16.6 kcal/mol.

Element x y z (Å)
1 Co 0.110 0.190 0.243
2 C 4.536 -3.657 2.388
3 C 3.464 -2.966 2.940
4 C 2.893 -1.909 2.250
5 C 3.384 -1.516 1.001
6 C 4.454 -2.233 0.454
7 C 5.029 -3.294 1.145
8 Si 2.795 0.026 0.111
9 C 3.095 1.571 1.077
10 C 2.532 1.778 2.341
11 C 2.827 2.917 3.066
12 C 3.690 3.865 2.533
13 C 4.245 3.683 1.276
14 C 3.935 2.552 0.540
15 H 4.990 -4.475 2.933
16 H 3.076 -3.251 3.908
17 H 2.055 -1.386 2.693
18 H 4.853 -1.954 -0.513
19 H 5.870 -3.825 0.716
20 H 3.359 0.042 -1.256
21 H 1.839 1.057 2.761
22 H 2.372 3.077 4.034
23 H 3.915 4.762 3.095
24 H 4.896 4.438 0.857
25 H 4.330 2.442 -0.460
26 C -2.725 2.624 0.221
27 S -2.329 0.976 0.704
28 O -3.459 0.399 1.361
29 O -1.090 1.089 1.561
30 O -1.840 0.253 -0.504
31 H -2.642 3.252 1.103
32 H -3.746 2.621 -0.149
33 H -2.024 2.956 -0.539
34 F 0.918 3.723 0.189
35 B 0.796 3.251 -1.095
36 F 1.976 3.282 -1.802
37 F -0.251 3.827 -1.779
38 F 0.440 1.787 -0.970
39 N 0.436 -6.349 0.118
40 C 0.654 -5.031 0.249
41 N 1.916 -4.583 0.203
42 N -0.417 -4.269 0.402
43 C -0.234 -2.982 0.495
44 N -0.172 -1.832 0.625
45 H 1.180 -7.008 -0.009
46 H -0.515 -6.671 0.132
47 H 2.700 -5.209 0.160
48 H 2.120 -3.613 0.403

Atoms 1-6, force components in eV/Å:
-0.497 0.147 -0.003
-0.008 -0.053 0.071
-0.001 -0.022 -0.017
-0.021 0.015 0.024
0.070 0.059 -0.110
-0.041 -0.090 0.042

These are the Mulliken partial charges, in e, on atoms 1 to 2: Co 0.858; C -0.440

---

DFT (wB97M-V/def2-TZVPD) results for C23H52GdO4P4 as an isolated structure in a non-equilibrium geometry.

The net charge is +3. The total energy comes out at -3338.5497 Eh. Its largest force on an atom is 0.06237 hartree/bohr. The multiplicity is 8. The orbital gap (alpha / beta) comes out at 7.069 / 6.412 eV. As for the expectation value of S²: 16.1129. The energy above the lowest of the compared OMol25 structures with the same formula, charge and spin comes out at 0.0 kcal/mol.

Element x y z (Å)
1 Gd -0.518 0.704 -1.402
2 P -0.923 -0.892 2.969
3 P -3.001 -0.797 -0.879
4 P 1.440 2.032 1.007
5 H -2.830 1.592 -2.712
6 C -1.793 1.600 -3.041
7 C -1.141 0.514 -3.642
8 H -1.593 -0.482 -3.776
9 C -2.165 -0.111 4.005
10 C -1.354 -2.529 2.357
11 C 0.746 -0.932 3.634
12 C -4.294 -0.727 -2.197
13 C -2.950 -2.629 -0.716
14 C -4.063 -0.402 0.574
15 C 2.089 3.639 0.411
16 C 2.929 1.437 1.912
17 C 0.472 2.676 2.434
18 H -1.427 2.606 -3.237
19 H -0.352 0.718 -4.388
20 H -2.462 -0.774 4.827
21 H -3.050 0.130 3.392
22 H -1.769 0.833 4.413
23 H -1.161 -3.292 3.130
24 H -0.717 -2.769 1.481
25 H -2.415 -2.588 2.069
26 H 0.785 -0.450 4.626
27 H 1.431 -0.397 2.947
28 H 1.080 -1.977 3.711
29 H -5.289 -0.909 -1.764
30 H -4.100 -1.492 -2.962
31 H -4.299 0.252 -2.684
32 H -3.941 -3.014 -0.429
33 H -2.220 -2.938 0.034
34 H -2.651 -3.069 -1.675
35 H -5.121 -0.468 0.281
36 H -3.852 0.624 0.905
37 H -3.882 -1.091 1.411
38 H 2.988 3.885 0.984
39 H 1.359 4.448 0.526
40 H 2.351 3.545 -0.650
41 H 3.771 2.116 1.696
42 H 3.179 0.438 1.551
43 H 2.751 1.420 2.994
44 H 0.935 3.613 2.772
45 H 0.453 1.961 3.264
46 H -0.551 2.875 2.098
47 C -1.423 3.901 -0.479
48 C -2.519 4.635 0.048
49 C -2.575 6.018 -0.080
50 C -1.611 6.704 -0.828
51 C -0.587 5.991 -1.455
52 C -0.465 4.615 -1.272
53 O -1.302 2.600 -0.201
54 H -0.865 0.058 1.924
55 H -3.314 4.077 0.552
56 H -3.388 6.579 0.375
57 H -1.664 7.790 -0.940
58 H 0.111 6.536 -2.110
59 H 0.383 4.069 -1.697
60 C 4.871 -3.396 0.704
61 C 4.369 -2.037 0.293
62 O 3.108 -2.194 -0.467
63 P 1.640 -1.643 -0.042
64 O 0.731 -3.012 -0.133
65 C 0.942 -4.276 -0.908
66 C 1.934 -5.200 -0.272
67 O 1.174 -0.806 -1.720
68 C 2.059 -0.765 -2.871
69 C 2.178 -2.120 -3.508
70 H 4.151 -3.891 1.364
71 H 5.813 -3.269 1.252
72 H 5.068 -4.027 -0.168
73 H 4.217 -1.389 1.167
74 H 5.071 -1.549 -0.386
75 H -0.049 -4.730 -0.929
76 H 1.214 -4.002 -1.930
77 H 1.700 -5.375 0.779
78 H 1.886 -6.163 -0.791
79 H 2.954 -4.818 -0.358
80 H 1.634 -0.045 -3.579
81 H 3.040 -0.389 -2.557
82 H 2.674 -2.832 -2.835
83 H 1.198 -2.525 -3.783
84 H 2.767 -2.049 -4.420

Atoms 1-6, force components in eV/Å:
1.011 -0.289 2.847
-0.046 0.517 -0.299
-1.462 -1.197 0.062
0.004 0.303 0.446
0.136 -0.138 0.043
-0.913 0.927 -1.355

These are the Mulliken partial charges, in e, on atoms 1 to 2: Gd 0.369; P 0.875

---

DFT (wB97M-V/def2-TZVPD) results for a 3-piece molecular cluster, C4H9N2O2S overall in a non-equilibrium geometry.

The net charge is +1. The total energy comes out at -815.6681 Eh. Its largest force on an atom is 0.07551 hartree/bohr. The orbital gap comes out at 10.512 eV. The energy above the lowest of the compared OMol25 structures with the same formula, charge and spin comes out at 32.4 kcal/mol.

Element x y z (Å)
1 C 1.195 -0.867 1.949
2 C 1.640 0.576 -1.725
3 C 1.171 0.107 0.713
4 C 1.556 -0.258 -0.529
5 N -4.349 1.422 -2.459
6 N -4.400 0.479 -1.892
7 O -1.645 -0.174 0.455
8 O -3.837 0.288 1.590
9 S -3.099 -0.326 0.512
10 H 0.950 -1.860 1.445
11 H 2.251 -0.838 2.332
12 H 0.509 -0.539 2.824
13 H 1.907 -0.025 -2.567
14 H 0.793 1.215 -1.805
15 H 2.569 1.204 -1.431
16 H 0.025 -0.273 0.338
17 H 1.036 1.203 0.946
18 H 1.728 -1.333 -0.694

Atoms 1-6, force components in eV/Å:
0.586 0.224 -0.398
2.578 0.512 1.611
-2.194 1.163 2.985
-0.512 -1.687 -1.159
-0.113 -1.605 0.930
-0.049 1.773 -1.242

These are the Mulliken partial charges, in e, on atoms 1 to 2: C -0.961; C -1.010

---

DFT (wB97M-V/def2-TZVPD) results for C28H28N4PPtS3Te as an isolated structure.

The net charge is +1. The total energy comes out at -3225.9641 Eh. Its largest force on an atom is 0.00155 hartree/bohr. The orbital gap comes out at 5.847 eV. The energy above the lowest of the compared OMol25 structures with the same formula, charge and spin comes out at 0.0 kcal/mol.

Element x y z (Å)
1 Pt 0.945 -0.440 -0.148
2 C -0.110 3.720 0.043
3 C 0.515 2.369 0.150
4 N 0.121 1.349 -0.523
5 N -0.917 1.391 -1.410
6 C -1.269 0.236 -2.031
7 N -2.267 0.310 -2.910
8 S -0.504 -1.245 -1.730
9 C 1.647 2.078 1.057
10 C 2.274 3.047 1.810
11 C 3.342 2.691 2.629
12 C 3.743 1.375 2.666
13 C 3.065 0.442 1.891
14 N 2.052 0.781 1.105
15 H -1.187 3.647 -0.112
16 H 0.330 4.288 -0.780
17 H 0.034 4.289 0.957
18 H -1.303 2.284 -1.677
19 H -2.801 1.148 -3.067
20 H -2.568 -0.535 -3.368
21 H 1.947 4.076 1.763
22 H 3.842 3.439 3.227
23 H 4.562 1.050 3.291
24 H 3.328 -0.608 1.899
25 C -0.721 1.912 3.776
26 Te -1.337 0.119 2.763
27 C 0.333 -0.802 3.719
28 C 1.043 0.272 4.499
29 C 2.200 -0.032 5.219
30 C 2.864 0.944 5.942
31 C 2.376 2.246 5.954
32 C 1.226 2.554 5.248
33 C 0.550 1.576 4.518
34 H -1.499 2.241 4.464
35 H -0.554 2.717 3.057
36 H 0.966 -1.262 2.961
37 H -0.032 -1.598 4.366
38 H 2.573 -1.050 5.215
39 H 3.752 0.690 6.507
40 H 2.881 3.012 6.530
41 H 0.832 3.565 5.273
42 S -1.155 -3.177 1.598
43 P 0.458 -3.765 0.664
44 S 2.013 -2.386 0.476
45 C 0.093 -4.329 -1.028
46 C 1.029 -4.243 -2.056
47 C 0.712 -4.703 -3.326
48 C -0.538 -5.252 -3.574
49 C -1.474 -5.339 -2.552
50 C -1.163 -4.877 -1.283
51 C 1.315 -5.139 1.475
52 C 0.890 -5.575 2.724
53 C 1.556 -6.616 3.355
54 C 2.642 -7.221 2.740
55 C 3.066 -6.789 1.490
56 C 2.405 -5.750 0.856
57 H 1.998 -3.797 -1.868
58 H 1.443 -4.632 -4.121
59 H -0.782 -5.613 -4.565
60 H -2.448 -5.769 -2.743
61 H -1.894 -4.924 -0.486
62 H 0.035 -5.101 3.189
63 H 1.222 -6.958 4.326
64 H 3.158 -8.035 3.232
65 H 3.909 -7.264 1.007
66 H 2.735 -5.421 -0.122

Atoms 1-6, force components in eV/Å:
0.041 0.051 -0.038
0.012 0.005 0.002
-0.042 -0.029 -0.016
0.048 0.019 0.016
0.005 -0.007 0.008
-0.010 -0.021 0.010

These are the Mulliken partial charges, in e, on atoms 1 to 2: Pt 0.689; C -2.074